Entry 1:
Computed, not measured: the molecule C2H4O2S2 at a distorted geometry, with ωB97M-V with the def2-TZVPD basis set.

Summary:
**Charge**: 0
**LUMO (spin up / spin down)**: 0.23 / -4.18 eV
**Frontier orbital gap (spin up / spin down)**: 7.8 / 6.1 eV
**Spin multiplicity**: 3

Last column: natural (NBO) charge in e.
Atoms and positions in Å:
1 O -1.5120 -0.7704 -1.1295  -0.874
2 C 0.3496 -0.2893 0.8230  -0.558
3 S 1.2415 -1.4197 -1.8387  0.027
4 H 0.4770 1.7473 1.0323  0.204
5 H -1.2316 0.8956 1.1382  0.209
6 H -0.1437 -1.3026 1.0701  0.225
7 O -0.2170 1.1071 -1.6224  -0.854
8 C -0.1411 0.9204 1.1125  -0.351
9 H 1.3809 -0.5971 0.6949  0.207
10 S -0.2036 -0.2912 -1.2803  1.766

---

Entry 2:
Computed, not measured: a cluster of 2 separate species, C25H27NO4S2 in total at a distorted geometry, with ωB97M-V with the def2-TZVPD basis set.

Summary:
**Charge**: 0
**LUMO**: 0.19 eV
**Frontier orbital gap**: 9.0 eV

Last column: natural (NBO) charge in e.
Atoms and positions in Å:
1 H -2.0986 -4.6887 -0.3275  0.214
2 H -1.9421 1.0499 3.0937  0.178
3 H 0.6831 2.7506 2.3073  0.249
4 C -2.1905 -3.6687 -2.2479  -0.203
5 H -4.2794 0.7099 1.2687  0.213
6 H -1.8314 4.5960 -1.5640  0.225
7 C 0.0758 3.1108 1.4760  -0.189
8 C 3.5391 -0.5829 -1.7229  -0.339
9 C -2.2806 0.6647 2.1150  -0.229
10 C -3.8646 -1.2297 2.2450  -0.420
11 H 7.3052 0.3065 -1.8349  0.217
12 C -3.7750 0.3135 2.1585  -0.408
13 H 3.9278 -1.4630 0.1957  0.231
14 C 6.2380 0.0766 -1.7931  -0.189
15 H -4.4759 -1.5508 3.0942  0.214
16 N -1.5656 -0.6345 1.8403  -0.447
17 H 5.7918 0.9965 -3.7083  0.219
18 H -2.4962 5.2286 0.7619  0.223
19 H -0.9754 0.4918 0.1282  0.242
20 C -1.3651 -1.4026 -2.2480  -0.110
21 O 1.3381 -0.9520 -3.0674  -0.926
22 H 3.3983 0.3061 -3.6717  0.243
23 C -0.3922 -0.3380 -0.2285  -0.022
24 H -4.2719 -1.6692 1.3267  0.215
25 H -0.4215 -0.7028 3.5996  0.172
26 C 5.7094 -0.5817 -0.6771  -0.222
27 S 1.6669 1.4928 -0.1176  2.179
28 H -2.1247 -2.3751 -4.0012  0.219
29 H -2.2068 -1.7072 3.5303  0.163
30 H -4.2309 0.7726 3.0457  0.210
31 H -0.8137 -2.8430 0.7650  0.209
32 H -1.2456 4.2748 2.7063  0.224
33 H -2.0447 1.4187 1.3558  0.198
34 C -2.4307 -1.6937 2.4485  -0.214
35 C 5.4051 0.4362 -2.8558  -0.218
36 C -1.9202 -2.4751 -2.9293  -0.237
37 H -2.1974 -2.6737 2.0281  0.213
38 C 4.0563 0.0753 -2.8390  -0.150
39 C 0.8561 0.0249 -0.6563  -0.655
40 C -1.3318 4.1503 -0.7043  -0.232
41 O 2.4322 1.9904 -1.2435  -0.927
42 C -1.0203 -1.5040 -0.8827  -0.142
43 H -1.1674 -0.4495 -2.7506  0.214
44 C -1.6843 4.5208 0.5965  -0.190
45 O 1.8126 -2.3933 -1.0445  -0.926
46 H -2.6161 -4.5248 -2.7732  0.215
47 H 0.3846 0.1202 2.2132  0.219
48 C -0.9856 3.9951 1.6845  -0.208
49 C -0.3262 3.2071 -0.9195  -0.119
50 C 4.3564 -0.9300 -0.6494  -0.125
51 C 0.3606 2.6741 0.1767  -0.363
52 C -1.8748 -3.7790 -0.8851  -0.212
53 C -1.2189 -2.7262 -0.2403  -0.164
54 H 0.1891 -1.6724 2.2250  0.206
55 H -0.0474 2.8918 -1.9262  0.234
56 H 6.3359 -0.8399 0.1760  0.218
57 S 1.8112 -1.1055 -1.7069  2.164
58 C -0.2680 -0.7103 2.5035  -0.424
59 O 2.3081 1.2208 1.1511  -0.930

---

Entry 3:
Computed, not measured: a cluster of 3 separate species, C4H13NO2 in total at a distorted geometry, with ωB97M-V with the def2-TZVPD basis set.

Summary:
**Charge**: 0
**LUMO**: 0.60 eV
**Frontier orbital gap**: 8.2 eV

Last column: natural (NBO) charge in e.
Atoms and positions in Å:
1 H 2.7756 1.3505 -1.9200  0.481
2 H 0.8100 2.9112 -0.1247  0.481
3 H 2.0599 -1.1876 1.0022  0.216
4 H 0.2197 -0.2340 -0.4084  0.194
5 N -1.6214 -0.3042 0.4726  -0.633
6 H -0.4405 2.0704 0.4217  0.477
7 H -1.5494 0.6790 -1.3478  0.199
8 O 1.9786 0.8681 -1.6607  -0.956
9 H -2.3305 1.6521 -0.0851  0.195
10 H 1.9693 -0.0245 -1.9859  0.479
11 C 0.1049 -1.8672 1.0448  -0.300
12 C 1.6129 -2.1700 1.0743  -0.632
13 H -0.6035 -2.2806 1.7637  0.194
14 O -0.1237 2.7265 -0.1824  -0.956
15 C -0.3090 -0.7684 0.4023  -0.009
16 H -3.2007 0.2252 -0.8370  0.199
17 C -2.2484 0.6357 -0.5037  -0.413
18 H 1.8320 -2.7018 1.9986  0.212
19 H -2.2838 -1.0498 0.6249  0.370
20 H 1.9762 -2.8037 0.2680  0.201

---

Entry 4:
Computed, not measured: a structure of composition C24H44F6NiO12S4 at a distorted geometry, with ωB97M-V with the def2-TZVPD basis set.

Summary:
**Charge**: 0
**LUMO (spin up / spin down)**: 0.08 / 0.08 eV
**Frontier orbital gap (spin up / spin down)**: 8.1 / 8.0 eV
**Spin multiplicity**: 3

Last column: Mulliken charge in e.
Atoms and positions in Å:
1 C 22.7811 -11.3301 1.2146  0.109
2 H 26.1946 -11.4186 1.7230  0.509
3 H 22.1392 -14.6085 2.1515  -0.377
4 H 27.3979 -21.3322 -0.7583  0.347
5 O 23.5733 -15.4285 -1.9705  -0.549
6 H 20.7022 -16.8290 -1.5598  0.091
7 H 22.4611 -18.2402 3.2788  0.491
8 H 24.5490 -20.9237 -0.1399  0.529
9 H 27.5982 -11.3592 -4.5264  0.458
10 C 23.0908 -17.4075 -3.6201  0.347
11 H 23.7592 -14.7508 3.9243  0.358
12 C 22.1165 -15.5433 2.7170  -0.083
13 C 21.3101 -15.5211 -3.1818  -0.940
14 H 23.8146 -11.0094 3.1065  0.398
15 H 25.2075 -12.7107 2.1264  -0.072
16 H 22.1340 -18.4560 -2.0618  0.080
17 H 22.6730 -15.8938 4.7492  0.302
18 H 26.3770 -18.5324 4.2310  0.324
19 H 24.1964 -9.8381 1.8374  0.312
20 H 25.3761 -19.6158 0.5225  -0.429
21 H 23.8445 -18.6579 2.1883  0.111
22 C 25.1659 -11.7525 1.5921  -0.352
23 H 28.3824 -16.3237 0.8764  0.124
24 C 26.7193 -13.2683 -4.3072  -0.683
25 C 28.9295 -12.7361 -3.2750  -0.907
26 C 20.7983 -16.8398 -2.6409  -0.442
27 H 28.4204 -18.2937 1.9480  0.346
28 H 27.0175 -13.4684 -5.3369  0.441
29 O 21.3054 -17.3899 0.9717  -0.925
30 H 25.9026 -18.4269 -2.9040  0.101
31 H 21.9264 -10.6697 1.3216  0.494
32 Ni 25.1854 -15.7105 -0.6331  1.830
33 C 25.4997 -20.3805 -0.2501  0.378
34 F 28.1418 -19.4565 -2.3505  -0.344
35 H 24.0700 -17.8165 -3.3821  -0.830
36 O 26.2328 -14.9860 -2.3469  -0.615
37 H 21.0493 -15.2934 -4.2222  0.439
38 O 26.6421 -15.3597 0.6541  -0.930
39 O 27.5838 -15.8264 -4.2669  -0.845
40 H 25.0336 -16.5503 3.1203  -1.009
41 O 23.5185 -16.2615 0.5959  -0.283
42 H 23.4697 -10.5147 -0.5749  0.406
43 C 24.0874 -16.9288 3.4972  0.689
44 F 27.3738 -13.7381 2.6421  -0.196
45 O 25.4019 -17.6061 -1.1566  0.252
46 H 19.8730 -17.1573 -3.1130  0.375
47 F 28.0299 -17.3765 -1.8514  -0.232
48 O 25.7544 -11.7468 -1.0577  -0.934
49 F 28.6967 -15.2139 3.4856  -0.296
50 S 23.1006 -15.6614 -3.3191  1.153
51 C 23.1916 -15.6691 3.8188  -0.837
52 F 27.8611 -18.8350 -0.2747  -0.186
53 S 22.5043 -16.7509 1.4604  1.123
54 H 26.3012 -22.4295 0.0766  0.320
55 H 28.3683 -17.5242 3.6115  0.323
56 C 23.2633 -11.5304 -0.2160  -1.019
57 H 22.4951 -12.3222 1.5900  -0.361
58 H 27.1175 -11.6739 -2.9326  -0.071
59 C 24.0063 -10.8946 2.0429  -0.815
60 H 25.6464 -13.1953 -4.1586  0.297
61 C 25.9948 -18.5833 -1.8137  -0.155
62 O 24.6299 -13.7315 -0.0400  0.180
63 H 21.3694 -18.6789 -3.6935  0.463
64 S 27.1958 -14.7560 -3.3991  1.118
65 C 21.8216 -17.9866 -2.9937  -0.412
66 C 27.5041 -18.5778 -1.5386  0.336
67 H 22.9723 -17.5232 -4.7025  0.547
68 C 26.6194 -21.3893 -0.0012  -1.203
69 C 28.6303 -14.0359 -2.5525  -0.417
70 C 28.2067 -14.7534 2.3274  0.885
71 O 25.4450 -19.8525 -1.5537  -0.476
72 S 24.8682 -12.3168 -0.0884  0.943
73 C 27.6231 -12.1536 -3.7784  -0.126
74 H 29.6094 -12.9385 -4.1172  0.321
75 H 22.6245 -12.0328 -0.9347  0.416
76 O 26.9548 -16.8592 2.2857  -0.116
77 H 21.0174 -14.6387 -2.6172  0.449
78 F 29.2418 -14.2000 1.6563  -0.306
79 H 29.4372 -14.7587 -2.4913  0.524
80 H 24.2161 -17.4254 4.4590  0.878
81 H 26.0723 -19.1034 2.6382  -0.111
82 H 29.5428 -12.0471 -2.6940  0.426
83 C 27.8068 -17.8778 2.7439  -0.338
84 H 27.4110 -19.8614 3.5925  0.392
85 C 23.2501 -17.8627 2.6294  -0.840
86 O 23.7062 -14.9530 -4.4105  -0.842
87 H 28.2695 -13.8158 -1.5459  -0.031
88 H 21.1353 -15.7298 3.1394  0.487
89 C 26.8842 -18.9405 3.3548  -0.929
90 C 27.5609 -15.8443 1.4447  -0.588
91 H 27.0653 -21.1759 0.9767  0.227

---

Entry 5:
Computed, not measured: the molecule C3H4OS2 at a distorted geometry, with ωB97M-V with the def2-TZVPD basis set.

Summary:
**Charge**: 0
**LUMO (spin up / spin down)**: -0.10 / -2.36 eV
**Frontier orbital gap (spin up / spin down)**: 6.0 / 7.7 eV
**Spin multiplicity**: 3

Last column: natural (NBO) charge in e.
Atoms and positions in Å:
1 S 2.9479 -0.3518 2.0552  1.099
2 H -0.6599 0.6363 0.8555  0.236
3 C 0.2734 0.4583 0.2589  -0.671
4 O 3.5330 0.8039 1.3763  -0.926
5 S 3.2941 -2.2505 1.1467  0.225
6 C 1.9594 -1.2509 0.8889  -0.531
7 H 0.5216 -1.5807 -0.7507  0.204
8 C 0.7763 -1.0030 0.1170  -0.099
9 H -0.0445 0.9100 -0.7674  0.236
10 H 1.0237 0.9371 0.8062  0.226

---

Entry 6:
Computed, not measured: the ion C3H8NSe with charge +1 at a distorted geometry, with ωB97M-V with the def2-TZVPD basis set.

Summary:
**Charge**: +1
**LUMO**: -5.07 eV
**Frontier orbital gap**: 9.0 eV

Last column: natural (NBO) charge in e.
Atoms and positions in Å:
1 Se -0.9528 -0.4509 -1.6184  0.622
2 N 0.8526 -0.4154 0.6910  -0.659
3 C -0.6765 1.1534 -0.4071  -0.522
4 C -0.6377 -1.5811 -0.3423  -0.520
5 H -0.6397 2.1027 -1.1023  0.274
6 H 0.3857 -0.2655 1.5998  0.399
7 C 0.7847 0.8697 0.0850  -0.274
8 H 1.2848 0.8233 -0.8475  0.223
9 H -1.3144 -1.6010 0.6303  0.243
10 H -1.4714 1.2855 0.2285  0.231
11 H 1.1306 1.6561 0.7536  0.254
12 H -0.5348 -2.7588 -0.4941  0.300
13 H 1.7888 -0.8180 0.8235  0.429

---

Entry 7:
Computed, not measured: the molecule C4H8N2O at a distorted geometry, with ωB97M-V with the def2-TZVPD basis set.

Summary:
**Charge**: 0
**LUMO**: 0.68 eV
**Frontier orbital gap**: 10.4 eV

Last column: natural (NBO) charge in e.
Atoms and positions in Å:
1 H -1.8966 1.1618 1.0010  0.463
2 C 0.5098 -2.0351 0.2012  -0.417
3 C 1.3845 0.9584 0.2427  0.247
4 N 2.2302 1.4876 0.8287  -0.328
5 H -1.1219 1.5060 -1.6862  0.189
6 C -0.8613 1.4571 -0.6252  -0.049
7 H 0.5302 -0.0337 -1.3989  0.235
8 H 0.0231 -2.7503 -0.4708  0.197
9 C 0.2128 0.3280 -0.4166  -0.177
10 H 0.6124 -2.5133 1.1779  0.206
11 H -0.4067 2.4243 -0.3567  0.173
12 N -0.2841 -0.8132 0.3201  -0.596
13 H 1.5266 -1.8506 -0.1653  0.185
14 H -0.3917 -0.5672 1.2945  0.357
15 O -2.0674 1.2402 0.0535  -0.686

---

Energy above the lowest of the compared OMol25 structures with the same formula, charge and spin (computed, kJ/mol): 185.6 69.4 173.0 79.4 148.6 159.7 218.7